Entry 1:
Density functional theory data (ωB97M-V with the def2-TZVPD basis set) for a structure of composition C61H44CsN9O2PSe at a distorted geometry.

The value obtained for the gap between HOMO and LUMO is 5.228 eV. As for the energy above the lowest of the compared OMol25 structures with the same formula, charge and spin: 0.0 kcal/mol.

```
! RIJCOSX wB97M-V def2-TZVPD def2/J DEFGRID3
* xyz -1 1
Cs 15.2130 13.5595 13.2742
C 17.8043 16.5128 15.1887
O 16.4646 16.8695 14.8769
C 15.7986 17.5234 15.8031
C 16.2966 17.8087 17.0532
C 15.5156 18.4434 18.0244
C 14.1962 18.7616 17.7296
C 13.6811 18.4984 16.4774
C 14.4431 17.8258 15.4902
N 13.9098 17.3091 14.2896
N 12.6607 17.5825 14.2373
C 11.8635 16.9742 13.2865
C 12.2835 15.9233 12.3446
O 13.4557 15.5501 12.1248
C 11.2291 15.2514 11.5945
C 9.9615 15.6486 11.6382
C 9.5288 16.7421 12.5111
C 8.1817 17.1162 12.6009
C 7.7406 18.0852 13.4789
C 8.6175 18.6484 14.3762
C 9.9392 18.2924 14.3801
C 10.4434 17.3456 13.4366
H 17.7975 15.9252 16.1019
H 18.4605 17.3824 15.3506
H 18.2479 15.9332 14.4080
H 17.2828 17.5276 17.2873
H 16.0479 18.6139 18.9948
H 13.6146 19.3329 18.4428
H 12.6645 18.7956 16.1722
H 11.4785 14.4730 10.9595
H 9.1846 15.0997 11.0757
H 7.4686 16.5821 11.9915
H 6.7012 18.3902 13.4365
H 8.2927 19.4046 15.0735
H 10.6893 18.7473 15.0065
Se 21.5081 17.5949 7.8570
N 21.2533 16.0108 8.6072
C 20.1703 16.0572 9.2947
C 19.6514 14.9325 10.0935
C 20.4711 13.8212 10.3266
C 19.9996 12.8081 11.1730
C 18.7493 13.0110 11.7918
N 18.0327 14.1235 11.6464
C 18.4732 15.0706 10.8014
C 17.7383 16.3672 10.7563
N 16.6356 16.4789 11.4924
C 15.8976 17.5982 11.4253
C 16.2783 18.7006 10.7042
C 17.4326 18.6317 9.9175
C 18.1973 17.4697 10.0236
C 19.4200 17.3028 9.2596
N 20.0399 18.2778 8.5607
H 21.4363 13.7178 9.8653
H 20.5412 11.9172 11.3451
H 18.3514 12.2917 12.4655
H 14.9682 17.5415 12.0071
H 15.6572 19.6628 10.6073
H 17.7881 19.4662 9.3709
N 18.0039 12.9997 16.9812
C 18.3490 12.1601 15.8958
C 19.7097 11.9044 15.6859
C 20.0492 10.9255 14.7520
C 19.0240 10.2830 14.0376
C 17.7286 10.6999 14.2450
N 17.4134 11.6509 15.1218
C 16.7583 13.5967 17.2793
C 16.4013 13.7140 18.6483
C 15.3384 14.4995 18.9676
C 14.5475 14.9873 17.9060
C 14.9615 14.7766 16.6201
N 16.0924 14.1337 16.2860
H 18.7686 13.0984 17.6567
H 20.4453 12.4814 16.2054
H 21.1086 10.7522 14.4794
H 19.1649 9.4913 13.2983
H 16.7949 10.2962 13.7498
H 17.0482 13.1947 19.3917
H 15.0694 14.5926 19.9979
H 13.6781 15.5633 18.1226
H 14.2939 15.1074 15.8366
C 12.7231 8.1870 19.1867
C 14.0383 8.0326 18.8257
C 14.4314 8.3928 17.5596
C 13.5387 8.9286 16.6120
C 12.1886 8.9943 16.9711
C 11.8239 8.6139 18.2600
P 14.3722 9.6017 15.0813
C 13.2294 10.9788 14.7237
C 12.5285 11.2054 13.5374
C 11.7812 12.3591 13.3781
C 11.6644 13.3101 14.4123
C 12.3094 13.0168 15.6217
C 13.1039 11.9056 15.7731
C 13.7566 8.4025 13.8544
C 12.9888 7.3086 14.1773
C 12.7561 6.3711 13.1193
C 13.2980 6.5200 11.8749
C 14.0675 7.6245 11.5475
C 14.5541 7.8501 10.2310
C 15.3057 8.9796 10.0175
C 15.5841 9.8670 11.0519
C 15.1190 9.7987 12.3664
C 14.3362 8.5947 12.5712
H 12.4426 8.0450 20.2318
H 14.7778 7.5723 19.5398
H 15.4606 8.2038 17.2817
H 11.4560 9.3657 16.2883
H 10.7433 8.6749 18.5244
H 12.5120 10.3824 12.8025
H 11.2934 12.5428 12.4345
H 11.0708 14.2280 14.2705
H 12.2430 13.7004 16.4597
H 13.6269 11.6721 16.7169
H 12.6298 7.0494 15.1615
H 12.2460 5.4080 13.2730
H 13.1318 5.7645 11.1297
H 14.4106 7.0559 9.4564
H 15.8193 9.1200 9.0934
H 16.2293 10.7301 10.8021
*
```



Entry 2:
Density functional theory data (ωB97M-V with the def2-TZVPD basis set) for a structure of composition C61H47BMgNO2P3Si at a distorted geometry.

The value obtained for the gap between HOMO and LUMO is 7.151 eV. As for the energy above the lowest of the compared OMol25 structures with the same formula, charge and spin: 29.7 kcal/mol.

```
! RIJCOSX wB97M-V def2-TZVPD def2/J DEFGRID3
* xyz 0 1
Mg -4.9015 -0.4443 22.5083
C 2.9598 0.8268 23.0659
C 2.7480 -0.4099 23.6528
C 1.6226 -1.1760 23.3570
C 0.6818 -0.5444 22.5263
C 0.8886 0.6719 21.9810
C 2.0130 1.3257 22.1883
P -0.9579 -1.1540 22.0551
C -0.6459 -1.9844 20.4392
C 0.2944 -1.5628 19.5068
C 0.2141 -1.9760 18.2043
C -0.7142 -2.9589 17.8634
C -1.5118 -3.5739 18.8746
C -1.5209 -3.0311 20.1211
C -1.2630 -2.6096 23.1047
C -0.5628 -3.8194 22.9269
C -0.7681 -4.8446 23.8621
C -1.7088 -4.6788 24.8338
C -2.3802 -3.4090 25.0629
C -2.1429 -2.3796 24.1997
Si -3.3186 -0.7995 24.2986
C -2.1215 0.5326 24.8309
C -0.9071 0.1931 25.4788
C -0.0134 1.2264 25.8282
C -0.2316 2.5634 25.5521
C -1.4431 2.8682 24.8399
C -2.3604 1.8695 24.5131
P -3.9565 2.3328 23.8123
C -4.9233 2.8516 25.2834
C -6.1411 3.4650 24.9984
C -6.9243 3.8186 26.0425
C -6.6224 3.4362 27.3488
C -5.4749 2.7266 27.6181
C -4.5986 2.4208 26.5291
C -3.4481 3.8590 23.0032
C -4.0165 5.0669 23.3154
C -3.6169 6.1461 22.5645
C -2.7044 6.1016 21.4680
C -2.1946 4.9036 21.1523
C -2.5060 3.7416 21.9425
C -4.4559 -1.3822 25.7248
C -4.0973 -0.9738 27.0073
C -4.9238 -1.2972 28.0881
C -6.0226 -2.1540 27.9296
C -6.3326 -2.5976 26.6407
C -5.6257 -2.1406 25.5150
P -6.3131 -2.3763 23.8064
C -8.0120 -1.7773 24.0366
C -8.4177 -0.9942 25.1143
C -9.7922 -0.5937 25.2300
C -10.6852 -0.8781 24.1749
C -10.2267 -1.6308 23.0525
C -8.9708 -2.1252 23.0285
C -6.4628 -4.2344 23.6482
C -7.5838 -4.9551 24.1318
C -7.6991 -6.3325 23.9670
C -6.7117 -7.0397 23.3388
C -5.5954 -6.3387 22.9368
C -5.4571 -4.9218 23.1050
H 3.7806 1.4720 23.2890
H 3.3748 -0.6209 24.4976
H 1.3987 -2.0353 23.9733
H 0.0151 1.0832 21.4785
H 2.1087 2.3229 21.7926
H 1.0003 -0.7999 19.8644
H 0.7586 -1.4560 17.4260
H -0.6649 -3.4794 16.9086
H -2.1702 -4.3956 18.6502
H -2.1797 -3.4961 20.8007
H 0.1951 -3.8995 22.1702
H -0.2955 -5.8084 23.6784
H -1.6555 -5.4830 25.5803
H -3.0330 -3.3294 25.8836
H -0.5556 -0.7747 25.6410
H 0.8883 1.0110 26.3896
H 0.5292 3.2734 25.9036
H -1.8013 3.8500 24.7103
H -6.5007 3.7167 23.9750
H -7.8821 4.2701 25.9501
H -7.2692 3.6730 28.1831
H -5.2618 2.4746 28.6077
H -3.6286 1.8864 26.6673
H -4.6584 5.2578 24.2069
H -4.1407 7.0927 22.7410
H -2.5116 7.0921 20.9545
H -1.4545 4.7959 20.3398
H -2.1978 2.7256 21.6898
H -3.2622 -0.3280 27.2024
H -4.5997 -0.9104 29.0536
H -6.5455 -2.4044 28.8349
H -7.2279 -3.1715 26.5347
H -7.6870 -0.8613 25.9067
H -10.0808 -0.0218 26.0759
H -11.6902 -0.4752 24.1650
H -10.8607 -1.8570 22.2131
H -8.6465 -2.7439 22.2587
H -8.4250 -4.4117 24.5787
H -8.5692 -6.7382 24.4149
H -6.7767 -8.1426 23.1270
H -4.7952 -6.9364 22.5815
H -4.5721 -4.4417 22.7283
N -3.6046 -0.3394 19.3113
C -3.9508 -0.6576 20.3933
H -2.9627 -0.1312 18.5465
O -7.9525 0.4114 20.9509
B -6.8738 0.6105 21.8926
O -7.2973 1.5888 22.7867
C -8.5075 2.0473 22.3315
C -9.1966 3.1899 22.7683
C -10.4733 3.3813 22.2529
C -10.9669 2.5777 21.2883
C -10.2255 1.5194 20.7300
C -8.9416 1.3110 21.2319
H -8.7915 3.9577 23.4777
H -10.9763 4.2575 22.6018
H -11.9540 2.7433 20.8586
H -10.5835 0.9440 19.9063
*
```



Entry 3:
Density functional theory data (ωB97M-V with the def2-TZVPD basis set) for a structure of composition C61H50ClINO3P3RbSi at a distorted geometry.

The value obtained for the gap between HOMO and LUMO is 5.467 eV. As for the energy above the lowest of the compared OMol25 structures with the same formula, charge and spin: 31.0 kcal/mol.

```
! RIJCOSX wB97M-V def2-TZVPD def2/J DEFGRID3
* xyz -1 1
Rb 0.1858 -0.1459 1.0540
C 0.7164 6.0396 -4.5047
C 0.5777 6.0550 -3.1279
C 0.3075 4.8808 -2.4447
C 0.1670 3.6748 -3.1219
C 0.3016 3.6773 -4.5098
C 0.5736 4.8460 -5.1940
P -0.0777 2.1139 -2.1303
C 1.7329 1.7463 -2.2348
C 2.5381 1.8091 -3.3674
C 3.9138 1.7048 -3.2488
C 4.5110 1.5917 -2.0052
C 3.7215 1.5563 -0.8682
C 2.3485 1.6142 -0.9932
C -1.1285 1.1946 -3.2997
C -2.0885 1.9061 -4.0184
C -3.0685 1.2400 -4.7295
C -3.1201 -0.1448 -4.6868
C -2.2028 -0.8430 -3.9225
C -1.1884 -0.1981 -3.2246
Si -0.0151 -1.0500 -1.9739
C -0.5741 -2.8819 -2.3257
C -0.3017 -3.5277 -3.5276
C -0.7421 -4.8133 -3.7854
C -1.4745 -5.4973 -2.8288
C -1.7601 -4.8798 -1.6264
C -1.3167 -3.5808 -1.3796
P -1.6998 -2.7361 0.1935
C -0.5625 -3.6104 1.3383
C -0.5602 -3.2062 2.6741
C 0.3092 -3.7866 3.5796
C 1.1848 -4.7783 3.1629
C 1.1791 -5.1946 1.8428
C 0.3116 -4.6144 0.9330
C -3.2578 -3.6337 0.5905
C -3.4714 -4.4613 1.6874
C -4.7024 -5.0657 1.8784
C -5.7377 -4.8505 0.9835
C -5.5422 -4.0087 -0.1016
C -4.3175 -3.4009 -0.2879
C 1.5612 -1.2355 -3.0564
C 1.7342 -0.7822 -4.3557
C 2.9032 -1.0396 -5.0502
C 3.9048 -1.7957 -4.4634
C 3.7374 -2.2895 -3.1815
C 2.5827 -1.9779 -2.4722
P 2.2352 -2.5986 -0.7957
C 3.0023 -4.2628 -0.9790
C 3.8602 -4.8501 -0.0521
C 4.2811 -6.1578 -0.2170
C 3.8397 -6.9089 -1.2935
C 2.9709 -6.3397 -2.2127
C 2.5498 -5.0362 -2.0498
C 3.5833 -1.8458 0.2076
C 3.4317 -1.9478 1.5903
C 4.4314 -1.5123 2.4416
C 5.5905 -0.9596 1.9194
C 5.7365 -0.8298 0.5491
C 4.7387 -1.2671 -0.3054
H 0.9311 6.9543 -5.0400
H 0.6797 6.9864 -2.5868
H 0.1919 4.8980 -1.3687
H 0.1699 2.7610 -5.0685
H 0.6739 4.8276 -6.2716
H 2.0998 1.9528 -4.3437
H 4.5354 1.7412 -4.1331
H 5.5876 1.5465 -1.9241
H 4.1832 1.4984 0.1089
H 1.7289 1.5737 -0.1061
H -2.0887 2.9887 -4.0141
H -3.8022 1.7988 -5.2978
H -3.8964 -0.6762 -5.2230
H -2.2906 -1.9189 -3.8466
H 0.2614 -3.0015 -4.2865
H -0.5103 -5.2835 -4.7333
H -1.8141 -6.5074 -3.0196
H -2.3324 -5.4130 -0.8781
H -1.2372 -2.4248 2.9982
H 0.3113 -3.4636 4.6100
H 1.8797 -5.2165 3.8653
H 1.8602 -5.9670 1.5136
H 0.3169 -4.9538 -0.0940
H -2.6684 -4.6513 2.3850
H -4.8517 -5.7189 2.7284
H -6.6940 -5.3338 1.1313
H -6.3462 -3.8320 -0.8037
H -4.1531 -2.7480 -1.1363
H 0.9280 -0.2416 -4.8343
H 3.0283 -0.6674 -6.0593
H 4.8140 -2.0112 -5.0100
H 4.4991 -2.9274 -2.7475
H 4.2116 -4.2784 0.7955
H 4.9594 -6.5952 0.5041
H 4.1708 -7.9307 -1.4174
H 2.6205 -6.9150 -3.0591
H 1.8647 -4.5944 -2.7610
H 2.5335 -2.3989 1.9967
H 4.3133 -1.6111 3.5114
H 6.3782 -0.6267 2.5806
H 6.6378 -0.3888 0.1419
H 4.8594 -1.1504 -1.3719
O -2.2520 0.9039 0.8075
H -2.0400 0.6319 1.7198
H -3.0221 0.3739 0.5878
Cl 1.1647 1.9212 5.4457
C -0.3368 1.6764 4.5726
C -0.3439 0.3580 3.7403
O -1.4726 0.0596 3.3062
O 0.7139 -0.2409 3.5574
H -0.4705 2.5209 3.8960
H -1.1562 1.6553 5.2890
I 5.1761 1.3647 5.0174
C 4.0759 2.4319 3.5722
C 4.4538 3.7155 3.2208
C 3.6809 4.3841 2.2825
C 2.5778 3.7326 1.7552
N 2.2398 2.4965 2.0876
C 2.9735 1.8459 2.9724
H 5.3279 4.1778 3.6582
H 3.9332 5.3883 1.9777
H 1.9414 4.2167 1.0244
H 2.6602 0.8392 3.2098
*
```